Density functional theory data (wB97M-V/def2-TZVPD) for a 9-piece molecular cluster, C12H42N4O9 overall in a non-equilibrium geometry.

Each line ends with the Mulliken charge.
Cartesian coordinates (Å):
O (-1.983, 4.283, 0.989)  -0.536
O (0.970, -1.998, 1.668)  -0.815
O (3.324, -1.573, -2.174)  -0.389
O (-2.334, -0.670, -0.231)  -0.420
O (-0.724, 2.104, -2.182)  -0.751
O (-0.518, -2.829, -1.194)  -0.484
O (-1.964, -0.298, 3.095)  -0.641
O (1.645, 3.312, 1.821)  -0.519
O (-0.352, -0.392, -5.515)  -0.582
N (0.002, 2.726, -0.109)  -0.396
N (1.454, 1.723, -1.265)  -0.356
N (1.254, -0.702, -0.367)  0.071
N (-0.130, 0.118, 1.087)  0.968
C (-3.006, 2.252, 0.569)  -0.847
C (-1.153, -0.994, 3.988)  -0.762
C (-3.270, -1.371, 0.577)  -0.708
C (0.249, 2.215, -1.228)  0.388
C (4.301, -2.364, -2.851)  -0.833
C (-0.033, -1.007, -4.266)  -0.405
C (0.254, -4.933, -1.935)  -1.809
C (2.055, 3.082, 3.140)  -0.386
C (0.686, -0.887, 0.826)  0.537
C (1.731, 1.603, 3.468)  -0.540
C (-3.219, 3.694, 0.965)  -0.514
C (0.662, -3.549, -1.571)  0.638
H (1.285, -3.750, -0.713)  0.241
H (5.239, -1.859, -2.969)  0.326
H (3.118, 3.281, 3.195)  0.321
H (-0.600, -5.010, -2.596)  0.381
H (0.233, -0.374, -3.502)  0.015
H (0.812, -1.623, -4.307)  0.292
H (-0.922, 3.176, 0.066)  -0.030
H (-0.104, 0.956, 0.525)  -0.330
H (-2.852, -0.375, 3.430)  0.340
H (1.158, -3.045, -2.407)  -0.079
H (2.242, 1.990, -0.644)  0.189
H (-3.888, 1.669, 0.713)  0.394
H (-1.577, -0.429, 0.334)  0.367
H (1.638, 1.436, 4.531)  0.452
H (1.292, 0.212, -0.869)  -0.030
H (-3.900, -2.146, 0.066)  0.318
H (4.061, -2.611, -3.856)  0.333
H (-1.157, -0.459, 4.930)  0.271
H (-3.943, 4.179, 0.307)  0.296
H (0.013, -5.569, -1.078)  0.344
H (-3.973, -0.624, 1.051)  0.156
H (-2.823, -1.931, 1.395)  0.249
H (2.177, 3.988, 1.385)  0.262
H (-0.257, -1.922, -1.053)  0.216
H (-0.117, -1.198, 3.636)  0.266
H (-0.760, -1.714, -3.864)  0.352
H (-2.832, 2.114, -0.524)  0.326
H (-0.746, 0.014, 1.935)  0.090
H (0.756, 2.888, 0.709)  0.529
H (1.859, -1.364, -0.781)  0.166
H (-1.576, -1.978, 4.122)  0.335
H (-1.220, 0.069, -5.414)  0.328
H (-2.051, 5.044, 1.580)  0.287
H (2.473, 0.921, 2.966)  0.223
H (1.717, 1.436, -2.200)  0.357
H (4.507, -3.319, -2.383)  0.305
H (0.824, 1.324, 3.029)  -0.144
H (1.427, 3.732, 3.744)  0.265
H (-3.607, 3.562, 1.941)  0.425
H (3.263, -0.635, -2.444)  0.172
H (-2.168, 1.810, 1.083)  0.019
H (1.066, -5.390, -2.378)  0.495

Summary:
Net charge: 0
SMILES: NC(N)=O.NC(N)=O.CCO.CCO.CCO.CO.CO.CO.CO
Orbital gap in eV: 8.56

Density functional theory data (wB97M-V/def2-TZVPD) for a 10-piece molecular cluster, C12H44N12O10 overall in a non-equilibrium geometry.

Each line ends with the Mulliken charge.
Cartesian coordinates (Å):
O (2.033, -1.321, 2.516)  -0.766
O (2.276, -1.682, -2.896)  -0.741
O (2.279, 1.794, 1.800)  -0.544
O (-0.049, 1.205, -0.655)  -0.422
O (-0.312, -4.914, 0.298)  -0.705
O (-3.515, -2.467, -1.436)  -0.649
O (2.292, 5.340, 1.198)  -0.713
O (-1.105, 3.329, 2.291)  -0.573
O (-2.432, 2.250, -2.298)  -0.594
O (-3.063, 2.054, 0.868)  -0.783
N (2.255, 0.525, -1.906)  -0.264
N (-3.414, 0.279, -0.702)  -0.024
N (2.579, 4.186, -0.962)  -0.588
N (3.654, 1.835, -0.131)  -0.277
N (0.194, -2.645, 3.364)  -0.331
N (1.685, -4.357, 1.470)  -0.542
N (-3.529, -0.226, 1.504)  -0.250
N (0.361, -0.590, 4.077)  -0.315
N (1.106, -3.036, -0.215)  0.264
N (3.227, -1.210, -0.858)  -0.595
N (0.791, 3.775, 0.224)  -0.013
N (3.814, 0.185, 1.180)  -0.176
C (-2.136, 1.260, -3.226)  -0.271
C (-3.397, 0.876, -3.906)  -1.105
C (-1.084, 2.440, 3.377)  -0.419
C (0.854, -4.162, 0.442)  0.507
C (1.887, 4.498, 0.116)  0.439
C (3.330, 1.369, 0.995)  -0.003
C (-2.361, -3.333, -1.463)  -0.074
C (-0.215, 0.196, 0.277)  0.830
C (2.484, -0.783, -1.882)  0.400
C (0.837, -1.531, 3.322)  0.371
C (-3.328, 0.683, 0.516)  0.173
C (-1.504, -2.825, -2.576)  -1.231
H (-3.058, 0.223, -4.749)  0.354
H (3.610, -2.112, -0.800)  0.265
H (-4.112, 0.196, -3.355)  0.298
H (-0.507, 0.673, 1.218)  -0.401
H (-0.139, 2.053, 3.596)  0.114
H (-1.003, -0.432, -0.035)  0.028
H (2.215, 3.918, -1.899)  0.240
H (1.573, -5.230, 2.069)  0.273
H (-1.787, 1.661, 3.213)  0.015
H (0.970, 0.222, 4.047)  0.287
H (-0.541, -3.357, -2.529)  0.601
H (0.775, 0.927, -1.066)  0.404
H (-0.797, -2.667, 3.603)  0.227
H (-1.512, 2.996, 4.238)  0.342
H (-4.050, -2.681, -0.726)  0.269
H (-3.204, 0.968, -1.462)  0.434
H (-3.491, -1.233, 1.393)  0.158
H (2.737, 1.118, -1.220)  0.246
H (-1.970, -3.098, -3.587)  0.355
H (3.246, 2.772, -0.313)  0.245
H (0.634, 2.853, -0.261)  0.309
H (1.930, 1.041, -2.730)  0.250
H (4.538, 1.614, -0.560)  0.287
H (0.400, -2.926, -0.936)  -0.259
H (0.722, -0.288, 0.384)  -0.186
H (3.473, 4.666, -1.054)  0.286
H (-3.924, 1.782, -4.296)  0.275
H (1.792, -2.246, -0.021)  -0.042
H (4.798, 0.115, 1.186)  0.315
H (-1.627, 2.654, -2.004)  0.249
H (-3.275, -0.724, -0.988)  0.081
H (0.264, 3.806, 1.089)  0.201
H (-2.021, 3.236, 1.913)  0.364
H (0.676, -3.301, 2.759)  0.231
H (-3.704, 0.187, 2.409)  0.280
H (3.479, -0.469, -0.051)  0.393
H (-1.216, -1.759, -2.474)  0.176
H (-1.479, 1.544, -4.034)  0.541
H (-0.534, -0.666, 4.633)  0.188
H (2.529, -3.741, 1.479)  0.211
H (-2.659, -4.338, -1.616)  0.391
H (-1.940, -3.185, -0.455)  0.204
H (-1.591, 0.434, -2.734)  0.136
H (3.311, -0.231, 1.981)  0.348

Summary:
Net charge: 0
SMILES: NC(N)=O.NC(N)=O.NC(N)=O.NC(N)=O.NC(N)=O.NC(N)=O.CCO.CCO.CO.CO
Orbital gap in eV: 8.51

Density functional theory data (wB97M-V/def2-TZVPD) for a 9-piece molecular cluster, C12H44N2O11 overall in a non-equilibrium geometry.

Each line ends with the Mulliken charge.
Cartesian coordinates (Å):
O (1.233, -0.929, -3.530)  -0.716
O (-3.799, -4.573, -2.259)  -0.288
O (-1.120, 2.428, -2.251)  -0.668
O (1.301, 0.337, -0.048)  -0.521
O (-1.053, -0.225, -1.805)  -0.663
O (1.635, 2.713, -1.689)  -0.699
O (0.800, 0.662, 2.741)  -0.745
O (3.286, 0.872, -2.836)  -0.672
O (0.819, -4.258, 0.427)  -0.388
O (-1.256, 2.345, 2.541)  -0.355
O (2.771, 3.346, 3.094)  -0.208
N (-0.935, -4.703, -1.849)  -0.233
N (0.423, 5.007, 2.804)  -0.373
C (0.547, -3.484, 1.553)  -0.580
C (2.550, 4.263, 2.031)  -0.926
C (0.817, -3.523, -0.820)  -0.333
C (-1.611, -5.229, -3.027)  -0.781
C (-2.347, 1.825, 1.797)  -0.556
C (4.086, 3.448, 3.680)  -0.798
C (-3.035, -5.646, -2.718)  -0.448
C (-5.107, -4.454, -2.731)  -0.802
C (1.126, 4.208, 1.731)  0.355
C (0.460, -4.290, -2.022)  -0.511
C (-1.007, 4.805, 3.012)  -0.840
C (-1.381, 3.391, 3.473)  -0.403
H (2.383, 0.622, -3.074)  0.433
H (0.596, -4.170, 2.394)  0.309
H (-3.011, 2.598, 1.443)  0.363
H (-0.487, -3.011, 1.587)  0.253
H (1.590, -1.682, -3.060)  0.254
H (-2.961, 1.024, 2.329)  0.246
H (-2.979, -6.338, -1.938)  0.301
H (-5.177, -4.007, -3.679)  0.334
H (4.829, 3.675, 2.900)  0.352
H (-1.849, 1.290, 0.942)  0.053
H (1.659, 1.902, -1.161)  0.342
H (-5.604, -3.877, -1.972)  0.225
H (0.159, -2.696, -0.599)  0.145
H (-0.652, 3.175, 4.284)  0.227
H (0.969, 4.927, 3.678)  0.283
H (0.969, 4.766, 0.785)  0.210
H (0.776, 3.153, 1.765)  -0.119
H (-0.190, 2.546, -2.082)  0.432
H (2.479, 2.692, -2.168)  0.360
H (3.812, 0.221, -3.293)  0.268
H (4.107, 4.265, 4.467)  0.256
H (0.492, -0.495, -3.030)  0.429
H (3.220, 4.041, 1.190)  0.523
H (-0.339, -0.238, -1.131)  0.217
H (-0.947, -6.046, -3.295)  0.324
H (4.315, 2.419, 4.068)  0.208
H (-1.616, 5.054, 2.100)  0.295
H (-3.346, -6.106, -3.653)  0.430
H (2.072, -0.249, -0.099)  0.237
H (0.050, 1.302, 2.921)  0.373
H (-1.210, 0.727, -1.879)  0.387
H (2.827, 5.329, 2.233)  0.372
H (-1.242, 2.831, -3.148)  0.291
H (1.099, -5.135, -2.276)  0.358
H (-1.533, -4.527, -3.873)  0.362
H (-5.541, -5.427, -2.949)  0.331
H (1.824, -3.068, -0.986)  0.351
H (-1.424, 5.514, 3.753)  0.384
H (1.592, 1.176, 2.923)  0.311
H (0.570, -3.594, -2.876)  0.188
H (-2.382, 3.368, 3.991)  0.449
H (1.028, 0.441, 0.923)  0.323
H (1.391, -2.713, 1.640)  0.215
H (-1.520, -4.013, -1.397)  0.266

Summary:
Net charge: 0
SMILES: COCCNCCOC.COCCNCCOC.O.O.O.O.O.O.O
Orbital gap in eV: 8.71

Calculated energy above the lowest of the compared OMol25 structures with the same formula, charge and spin in order - 39.7; 251.3; 27.9 kcal per mole
Calculated LUMO energy in order - -0.0079; -0.0048; 0.0164 Eh